Here is a structure of composition C43H81N3O14P2S from OMol25. Energies are from wB97M-V/def2-TZVPD.

The geometry in XYZ format:
```
144
Properties=species:S:1:pos:R:3:forces:R:3:lowdin_charge:R:1
C 4.561472 1.568596 -0.857270 0.17 -0.17 -0.09 -0.0472
C 4.399878 0.067487 -0.965385 0.24 0.01 -0.27 -0.4014
O 5.644830 -0.520966 -1.370004 0.09 -0.06 0.12 -0.0542
C 3.278331 -0.360648 -1.929713 -0.31 0.05 0.39 -0.1555
N 2.192408 -1.108409 -1.267029 0.05 -0.22 -0.25 -0.0347
C 2.307523 -2.552118 -1.530933 0.61 0.29 0.26 -0.1881
C 1.631893 -3.365199 -0.452777 0.48 -0.33 0.01 -0.1615
O 0.334331 -3.871643 -0.795582 -0.11 0.12 0.08 -0.0085
C -0.569386 -2.934412 -1.149366 0.32 -0.16 0.16 -0.2348
C -1.212729 -3.038992 -2.328146 -0.15 -0.15 -0.29 0.0794
C -2.156916 -2.070594 -2.758589 -0.11 -0.03 -0.09 -0.3331
O -2.747031 -2.314943 -3.978495 -0.02 -0.07 -0.05 -0.0048
C -2.498016 -0.973252 -2.020107 -0.19 0.32 0.26 -0.3613
P -3.703596 0.189066 -2.729913 0.05 -0.32 -0.50 0.9165
P -5.187355 0.705485 -1.236099 -0.20 0.33 -0.62 0.2040
O -6.330372 1.305293 -1.952853 0.04 -0.02 0.02 -0.3446
O -4.671782 1.666244 -0.082023 0.10 -0.01 0.29 -0.1794
O -5.557666 -0.669698 -0.514123 0.09 -0.05 0.10 -0.1628
C -1.847412 -0.859717 -0.751266 0.03 0.13 -0.02 -0.3491
N -2.014169 0.110395 0.147936 -0.30 0.34 -0.23 -0.2236
S -1.056672 -0.205592 1.387065 -0.16 -0.02 -0.08 1.0155
N -0.397193 -1.568409 0.887146 0.34 -0.23 0.24 -0.2169
C -0.897165 -1.827724 -0.317058 0.05 0.13 0.31 -0.2840
H 3.735336 2.040050 -0.334154 -0.19 0.05 -0.02 0.0877
H 4.630157 1.989311 -1.860193 -0.05 0.19 -0.11 0.0869
H 5.475639 1.811277 -0.326189 0.05 0.07 0.17 0.0686
H 4.208628 -0.344106 0.026213 -0.05 -0.16 0.10 0.1258
H 6.105313 0.115661 -1.923812 0.04 0.02 -0.05 0.0836
H 3.743985 -0.985777 -2.687195 -0.05 -0.08 -0.19 0.1058
H 2.853699 0.515800 -2.416599 -0.01 0.13 -0.10 0.1085
H 2.358706 -1.030357 -0.270700 -0.22 0.21 0.10 0.0744
H 3.366392 -2.823146 -1.491899 0.11 -0.19 -0.10 0.1113
H 1.963889 -2.803939 -2.531440 -0.22 0.01 -0.09 0.1241
H 1.612316 -2.792619 0.469889 -0.26 0.02 0.15 0.0883
H 2.241045 -4.240137 -0.258727 -0.13 -0.27 0.00 0.1250
H -0.990011 -3.873674 -2.971888 0.01 -0.08 -0.15 0.1347
H -2.235950 -1.891541 -4.674990 -0.02 0.04 -0.07 0.1116
H -2.973364 1.390868 -2.746131 0.03 0.13 0.33 -0.0655
H -5.295693 2.407787 -0.070721 0.05 0.06 0.13 0.0861
H -6.294446 -1.045211 -1.017045 -0.04 -0.19 0.15 0.0830
C -8.941114 0.949547 0.288646 0.01 -0.01 0.10 -0.1672
C -9.385385 0.048978 1.442763 0.05 -0.04 -0.11 -0.1591
C -10.898044 0.065799 1.278181 -0.05 0.10 -0.01 -0.1962
O -11.146190 0.214689 -0.125394 0.00 -0.03 -0.01 -0.1408
C -9.935820 0.564374 -0.796976 0.00 -0.03 0.01 -0.2019
H -7.909432 0.800953 -0.026250 -0.08 0.02 0.03 0.0698
H -9.067366 2.001381 0.558634 0.00 -0.02 0.01 0.1026
H -8.993764 -0.962151 1.300193 0.00 0.01 0.01 0.1109
H -9.073064 0.400854 2.423382 0.02 0.06 0.05 0.1068
H -11.333600 0.915909 1.808810 -0.01 -0.02 0.03 0.0985
H -11.380937 -0.848949 1.625793 0.00 -0.02 -0.04 0.1157
H -9.580873 -0.299864 -1.371549 0.02 0.02 0.00 0.1157
H -10.140204 1.375976 -1.495147 -0.01 0.00 -0.02 0.1181
C 5.892824 -2.743138 -6.226931 0.04 0.01 0.09 -0.1647
C 6.465394 -3.894008 -5.399238 -0.05 -0.02 -0.03 -0.1673
C 5.748565 -3.702890 -4.067554 0.05 0.08 -0.01 -0.2038
O 4.473472 -3.142354 -4.381451 -0.08 0.06 0.09 -0.1611
C 4.448677 -2.708943 -5.743936 -0.01 -0.14 -0.05 -0.1952
H 5.971159 -2.892309 -7.302494 0.00 -0.03 -0.01 0.1109
H 6.401217 -1.810196 -5.973116 0.00 0.01 0.00 0.1114
H 6.186764 -4.851080 -5.845512 0.00 0.00 0.00 0.1121
H 7.549425 -3.867375 -5.299720 0.01 0.02 0.00 0.1096
H 6.290493 -3.007778 -3.416696 0.01 -0.01 0.00 0.1137
H 5.599262 -4.636659 -3.524151 -0.03 0.00 0.01 0.1172
H 3.819582 -3.397765 -6.315351 0.00 0.07 -0.09 0.1025
H 4.005092 -1.713789 -5.794993 -0.03 0.00 0.05 0.1189
C 6.161725 -2.072370 2.323981 -0.01 0.00 -0.04 -0.1650
C 5.039484 -2.507982 3.264724 0.06 -0.04 0.00 -0.1547
C 3.908971 -2.769194 2.279606 0.02 0.16 -0.07 -0.2119
O 4.524053 -3.209857 1.069598 -0.12 -0.10 -0.09 -0.1567
C 5.937062 -2.983320 1.125672 0.05 0.00 0.00 -0.1902
H 7.157524 -2.179107 2.752521 0.01 -0.01 0.02 0.1122
H 6.025129 -1.028788 2.040526 0.02 0.02 0.01 0.0992
H 5.310895 -3.428179 3.787259 -0.01 -0.01 -0.01 0.1147
H 4.781211 -1.755578 4.008667 0.00 0.03 -0.01 0.1022
H 3.359314 -1.842096 2.068029 -0.05 0.00 0.09 0.1092
H 3.196014 -3.523213 2.616038 0.01 -0.02 -0.02 0.1199
H 6.445671 -3.946474 1.248044 -0.01 0.01 0.03 0.1173
H 6.255450 -2.534173 0.184927 -0.04 0.01 -0.01 0.1040
C -11.173666 5.281849 2.902017 -0.05 -0.01 0.01 -0.1665
C -11.431522 4.980530 4.378113 0.05 0.00 -0.01 -0.1685
C -11.894577 3.530155 4.317835 -0.04 0.05 -0.02 -0.2024
O -11.215414 2.941982 3.208756 0.02 -0.05 0.00 -0.1585
C -10.597859 3.957670 2.417079 0.04 0.01 0.02 -0.2094
H -10.497175 6.118608 2.736078 0.01 0.00 0.02 0.1110
H -12.114800 5.496193 2.391316 0.00 -0.01 -0.01 0.1139
H -10.501748 5.057851 4.945189 0.00 -0.01 0.00 0.1134
H -12.168034 5.637199 4.838623 -0.01 0.01 -0.02 0.1098
H -12.974743 3.464816 4.147213 0.00 0.02 0.02 0.1179
H -11.652524 2.966166 5.219119 0.01 -0.02 -0.01 0.1166
H -9.513673 3.916356 2.572045 0.00 0.03 -0.02 0.1172
H -10.806012 3.758825 1.364501 -0.01 -0.03 0.01 0.1161
C 0.087497 -5.863062 -6.807774 -0.03 0.06 -0.01 -0.1669
C -0.204311 -5.572161 -8.279359 0.04 -0.03 0.01 -0.1687
C 0.392235 -4.179706 -8.440217 -0.02 0.00 0.04 -0.2064
O 1.494727 -4.109624 -7.534748 0.00 0.03 0.02 -0.1543
C 1.457293 -5.219922 -6.634540 0.03 -0.04 -0.03 -0.2105
H 0.087429 -6.923272 -6.560961 0.00 -0.01 -0.01 0.1120
H -0.648340 -5.364992 -6.172681 0.00 0.00 0.01 0.1096
H 0.323410 -6.285737 -8.915495 0.00 0.00 0.00 0.1128
H -1.262440 -5.607700 -8.532886 -0.01 0.01 0.02 0.1109
H -0.334592 -3.404034 -8.174951 -0.02 -0.01 -0.02 0.1148
H 0.752473 -3.982708 -9.450345 0.02 0.02 0.00 0.1158
H 2.259557 -5.915501 -6.904893 -0.02 -0.04 0.04 0.1184
H 1.638538 -4.863105 -5.619755 0.03 0.04 -0.01 0.1142
C 8.157346 2.081841 4.870185 -0.04 0.01 0.00 -0.1634
C 7.046266 1.636432 5.820387 0.03 -0.03 -0.01 -0.1610
C 5.907894 1.355542 4.847721 0.04 0.04 -0.02 -0.2017
O 6.519035 0.914902 3.634663 -0.07 0.04 0.00 -0.1594
C 7.924399 1.164435 3.676519 0.01 -0.03 0.03 -0.1993
H 9.158087 1.982178 5.286885 0.00 -0.01 0.02 0.1126
H 8.009877 3.124966 4.581628 0.01 0.00 0.00 0.0966
H 7.338434 0.719973 6.337033 -0.01 -0.01 0.00 0.1147
H 6.783812 2.380854 6.570135 0.00 0.02 0.00 0.1121
H 5.327040 2.262103 4.643582 -0.01 0.02 0.03 0.1095
H 5.224876 0.581758 5.201027 -0.01 -0.01 -0.02 0.1111
H 8.450046 0.211050 3.800436 0.02 0.02 0.00 0.1160
H 8.232024 1.606389 2.728240 -0.03 0.00 -0.03 0.1151
C 6.093758 5.297151 2.693674 0.04 -0.02 -0.02 -0.1621
C 7.005456 5.912293 1.632382 -0.05 0.01 0.00 -0.1633
C 7.127714 4.766834 0.635197 -0.01 -0.02 0.06 -0.1998
O 5.895852 4.046996 0.700712 0.05 0.05 -0.01 -0.1585
C 5.142604 4.470976 1.837347 -0.01 0.01 0.00 -0.1985
H 5.575185 6.031897 3.307256 0.00 0.02 0.00 0.1133
H 6.671213 4.646202 3.354269 -0.01 -0.01 0.00 0.0935
H 6.515806 6.770010 1.167039 0.00 0.00 -0.01 0.1139
H 7.970189 6.238610 2.017240 0.01 -0.01 0.02 0.1113
H 7.947299 4.091974 0.906439 0.02 0.02 0.00 0.1136
H 7.284586 5.105447 -0.389360 -0.01 -0.01 -0.01 0.1173
H 4.292819 5.071882 1.495793 0.00 0.01 0.03 0.1195
H 4.758019 3.589800 2.353002 0.01 -0.04 -0.02 0.1109
C -4.195324 1.516175 3.405613 0.06 -0.01 0.07 -0.1790
C -3.422467 2.075872 4.599908 -0.05 -0.05 0.02 -0.1680
C -4.171443 3.376598 4.863851 0.03 0.00 -0.06 -0.2085
O -5.526558 3.142882 4.481799 -0.04 0.01 -0.01 -0.1419
C -5.621902 1.917356 3.751281 0.01 -0.03 0.06 -0.2011
H -4.083174 0.440894 3.272214 0.00 0.00 0.00 0.1106
H -3.876509 2.003393 2.485902 0.02 0.02 -0.10 0.0961
H -3.512109 1.405442 5.457522 0.00 0.01 0.00 0.1134
H -2.363146 2.235024 4.401936 0.00 0.01 -0.02 0.1075
H -3.767566 4.194565 4.256405 0.03 -0.01 0.02 0.1160
H -4.147276 3.681197 5.910871 -0.02 0.01 0.01 0.1148
H -6.105928 1.164905 4.383571 0.00 -0.01 -0.03 0.1186
H -6.245485 2.077217 2.871019 -0.03 0.02 -0.01 0.1085
```
Positions in Å, forces in eV/Å.

Summary:
**E**: -3985.492537 Eh
**LUMO level**: -0.01499 Ha
**E_HOMO**: -8.5 eV